No. 1
An isolated molecule of C21H21N5O3, computed with ωB97M-V/def2-TZVPD.

Structure (XYZ):
```
50
Properties=species:S:1:pos:R:3:forces:R:3:nbo_charge:R:1
O -3.96703 3.21743 3.89966 0.01 0.05 -0.07 -0.5943
C -2.98936 2.76269 3.33726 -0.03 0.02 0.04 0.6534
N -2.91171 1.42549 3.07682 -0.91 -0.64 0.44 -0.4294
N -1.90999 0.84874 2.39409 0.46 -0.33 -0.50 -0.2428
C -1.94069 -0.40494 2.15942 -0.62 0.51 0.45 0.0589
C -0.86460 -1.03407 1.46014 0.88 -0.05 -0.47 -0.1956
C 0.29998 -0.42983 1.03806 -0.66 -0.02 0.41 0.0335
N 1.10505 -1.32792 0.41499 -0.02 0.04 0.02 -0.3384
C 0.48446 -2.55417 0.42060 -0.48 -0.27 0.16 0.1102
C 0.91123 -3.77689 -0.08230 0.11 -0.08 -0.08 -0.2356
C 0.06528 -4.85548 0.06683 0.12 0.01 -0.06 -0.2114
C -1.17326 -4.72749 0.69967 -0.20 -0.05 0.08 -0.2285
C -1.59856 -3.51832 1.20375 0.02 -0.07 -0.02 -0.2092
C -0.76483 -2.41063 1.06897 0.34 0.12 -0.15 -0.0028
H -2.55606 -3.43138 1.69484 -0.11 -0.02 0.05 0.2080
H -1.80462 -5.59826 0.79573 -0.06 -0.06 0.01 0.2135
H 0.36581 -5.82095 -0.31103 0.05 -0.07 -0.04 0.2159
H 1.86817 -3.88295 -0.56795 0.13 -0.04 -0.07 0.2350
C 2.39679 -1.04718 -0.14808 0.49 -0.18 -0.05 -0.3025
H 2.58041 0.02992 -0.10537 -0.06 -0.10 0.04 0.2314
H 3.18048 -1.55217 0.43028 -0.10 0.13 -0.17 0.2382
C 2.55687 -1.55347 -1.59048 -0.09 0.19 0.25 0.6768
O 3.48052 -2.29035 -1.87738 0.33 -0.18 0.14 -0.6263
N 1.63209 -1.17139 -2.49236 -0.11 -0.03 -0.29 -0.4345
C 0.60154 -0.16788 -2.34563 -0.10 0.46 -0.20 -0.2452
H 0.59982 0.27098 -1.35211 -0.02 -0.04 -0.05 0.2190
C 0.83218 0.93898 -3.38724 -0.14 -0.04 0.36 -0.0748
O 0.87063 0.42311 -4.69372 -0.11 0.04 -0.12 -0.5187
C 1.89935 -0.53274 -4.82903 0.07 -0.35 0.07 -0.0774
H 1.85385 -0.88848 -5.85881 0.07 -0.01 0.06 0.2009
C 1.70299 -1.68957 -3.84785 0.20 0.03 -0.33 -0.2586
H 2.53617 -2.39034 -3.90221 -0.13 0.05 -0.03 0.2527
H 0.76422 -2.20711 -4.07263 0.05 0.01 -0.02 0.1989
H 2.87715 -0.06110 -4.64845 -0.06 -0.05 -0.03 0.1680
H 0.01211 1.65811 -3.36312 0.07 -0.01 0.07 0.2008
H 1.77770 1.45702 -3.15978 -0.08 -0.02 0.01 0.1617
H -0.37306 -0.63667 -2.52727 0.03 0.07 0.09 0.2060
H 0.59187 0.59490 1.16878 0.13 0.21 -0.03 0.2278
H -2.77330 -1.03802 2.48646 -0.01 0.10 0.04 0.1620
H -3.70968 0.86237 3.38746 0.26 0.29 -0.07 0.3787
C -1.85304 3.60627 2.88315 0.22 0.43 -0.07 -0.1906
C -2.12768 4.90264 2.45231 0.04 -0.24 0.09 -0.1248
C -1.08431 5.70654 2.02941 0.02 -0.09 0.00 -0.2650
C 0.19843 5.17926 2.05309 -0.15 0.29 -0.09 0.0487
N 0.47495 3.96300 2.49390 0.55 -0.12 0.06 -0.4324
C -0.51923 3.20075 2.90905 -0.26 -0.11 0.11 0.0794
H -0.23815 2.22728 3.28364 -0.06 0.02 0.03 0.2079
H 1.04901 5.75639 1.71370 0.00 0.12 -0.04 0.1928
H -1.26064 6.71434 1.68703 0.00 0.07 -0.04 0.2224
H -3.14932 5.25354 2.45369 -0.07 0.02 0.02 0.2363
```
Forces are in eV/Å.

largest force on an atom: 1.2 eV/Å
net charge: 0
orbital gap: 8.14 eV
molar mass: 391.4 g/mol
HOMO energy: -7.873 eV
LUMO: 0.3 eV
structure (SMILES): O=C(N/N=C/c1cn(CC(=O)N2CCOCC2)c2ccccc12)c1cccnc1

***

No. 2
A structure of composition CHBr3S, computed with ωB97M-V/def2-TZVPD.

Structure (XYZ):
```
6
Properties=species:S:1:pos:R:3:forces:R:3:nbo_charge:R:1
C -0.43392 0.15244 -0.32099 -0.16 -0.85 0.12 -0.5594
S 1.22762 0.81787 0.04651 -0.21 -2.68 0.67 0.3101
Br -1.55549 -0.28396 1.24456 0.41 0.54 -0.44 0.0656
Br -1.13975 1.66551 -1.42067 0.49 -0.84 0.70 0.1138
Br 2.44779 -1.52344 1.32422 -1.26 2.24 -1.23 -0.1905
H -0.54626 -0.82842 -0.87363 0.73 1.59 0.19 0.2603
```
Forces are in eV/Å.

largest force on an atom: 2.9 eV/Å
net charge: 0
orbital gap (alpha / beta): 6.69 / 6.69 eV
molar mass: 284.8 g/mol
HOMO energy (alpha / beta): -10.262 / -10.263 eV
LUMO (alpha / beta): -3.6 / -3.6 eV

***

No. 3
A structure of composition C54H58GeN2Pt, computed with ωB97M-V/def2-TZVPD.

Structure (XYZ):
```
116
Properties=species:S:1:pos:R:3:forces:R:3:lowdin_spin:R:1
Pt 0.49579 -0.58531 -0.08397 0.10 0.30 0.53 0.0406
C -2.10785 -0.40048 -2.77262 0.16 -0.02 0.00 0.0025
C -3.47836 -0.43431 -2.11198 -0.05 0.03 0.01 0.0006
C -3.87696 0.95218 -1.60150 0.00 0.04 -0.02 0.0032
C -3.64520 -1.54747 -1.08522 0.00 -0.03 0.01 0.0076
C -4.74888 -2.37579 -1.27447 0.02 -0.02 -0.02 0.0004
C -5.03517 -3.42266 -0.41777 0.00 0.00 -0.01 0.0018
C -4.16845 -3.67685 0.62692 0.03 -0.04 -0.01 0.0000
C -3.04284 -2.88936 0.85752 0.09 -0.04 0.02 0.0071
C -2.12426 -3.37925 1.97007 -0.05 -0.01 -0.01 0.0008
C -1.45897 -2.33544 2.86642 0.03 0.05 -0.02 0.0021
C -1.11689 -4.35198 1.34408 -0.10 -0.08 -0.07 0.0001
C -2.79750 -1.78243 0.02137 -0.08 0.01 0.18 0.0194
N -1.78470 -0.83811 0.35958 -0.03 0.07 -0.11 0.2360
C -2.23197 0.23226 1.00610 0.22 0.04 -0.15 0.1147
C -1.38454 1.36578 1.20015 0.03 -0.09 0.01 0.1149
N -0.20506 1.43948 0.59785 -0.13 -0.23 -0.33 0.2483
C 0.70901 2.40812 1.07598 0.14 0.03 0.05 0.0215
C 0.95877 3.59255 0.35918 -0.05 -0.06 0.01 0.0080
C 1.88605 4.49217 0.87680 -0.02 0.02 -0.01 -0.0002
C 2.55426 4.24886 2.06543 0.01 0.01 0.01 0.0030
C 2.30123 3.07769 2.75788 -0.02 0.01 0.01 0.0006
C 1.38898 2.14313 2.28250 -0.02 0.00 -0.04 0.0099
C 1.14918 0.86771 3.07543 -0.04 0.01 0.02 -0.0001
C 0.34802 1.14548 4.35049 -0.01 -0.01 0.01 0.0012
C 2.44568 0.13628 3.42759 0.01 0.02 0.01 -0.0002
C 0.27442 3.95317 -0.95094 0.00 0.00 0.00 0.0012
C 0.61675 2.97601 -2.07196 -0.03 -0.01 0.01 0.0023
C -1.24109 4.13219 -0.83468 0.02 0.03 0.02 -0.0005
C -2.09372 2.33651 2.05402 -0.01 0.05 -0.03 0.0150
C -1.80040 3.55913 2.60201 -0.01 -0.05 -0.01 0.0106
C -2.79925 4.22275 3.36146 -0.03 0.01 0.02 -0.0002
C -4.04730 3.69315 3.56457 0.01 0.02 0.02 0.0161
C -4.37834 2.42983 3.00581 0.03 -0.02 -0.03 0.0119
C -5.62216 1.75145 3.11129 0.00 -0.02 -0.01 0.0151
C -5.78377 0.53516 2.50256 -0.03 0.02 0.01 -0.0003
C -4.75118 -0.09853 1.75995 0.09 -0.01 0.01 0.0095
C -3.53638 0.52905 1.64498 -0.08 -0.02 0.11 0.0141
C -3.38470 1.79330 2.27413 0.00 0.00 0.00 0.0454
H -2.08697 0.36776 -3.55068 0.00 -0.01 -0.01 0.0001
H -1.86633 -1.36325 -3.22992 0.01 0.01 0.01 0.0000
H -1.32545 -0.17041 -2.04851 0.04 0.01 0.03 0.0012
H -4.19556 -0.68798 -2.89994 -0.01 0.03 0.01 0.0001
H -3.14510 1.34322 -0.89559 -0.02 0.02 -0.05 0.0016
H -4.84945 0.93072 -1.10489 0.02 0.01 -0.01 0.0001
H -3.93167 1.64938 -2.44146 -0.01 0.00 -0.01 0.0000
H -5.40434 -2.17848 -2.11568 0.00 0.00 0.00 0.0003
H -5.91089 -4.04066 -0.57315 0.00 0.00 0.00 0.0002
H -4.35881 -4.51173 1.29319 0.00 0.00 0.00 0.0001
H -2.76721 -3.97545 2.62715 -0.01 0.03 0.01 0.0000
H -0.70423 -1.75581 2.33808 -0.07 -0.02 0.07 0.0005
H -0.97480 -2.84319 3.70501 -0.01 -0.01 0.01 0.0001
H -2.19636 -1.63949 3.27102 -0.01 0.03 0.00 0.0003
H -0.56006 -3.86992 0.54272 -0.12 -0.12 0.03 -0.0001
H -1.64289 -5.20804 0.91623 -0.01 -0.03 0.02 0.0000
H -0.40391 -4.71850 2.08716 0.01 0.02 -0.01 0.0000
H 2.08425 5.40630 0.32738 0.00 0.00 0.00 0.0001
H 3.27214 4.96604 2.44454 0.00 0.00 0.00 0.0003
H 2.82750 2.87926 3.68503 0.00 0.00 0.00 0.0003
H 0.56954 0.19156 2.44648 0.00 0.02 -0.01 0.0003
H 0.88552 1.84524 4.99783 0.00 0.00 0.00 0.0003
H 0.19646 0.21810 4.90902 0.00 0.00 0.00 0.0001
H -0.62976 1.57392 4.13002 0.02 -0.01 0.01 0.0004
H 3.00700 0.66067 4.20630 0.01 0.01 -0.02 0.0000
H 3.08918 0.02039 2.55692 -0.01 -0.04 -0.03 0.0000
H 2.21338 -0.86318 3.80165 -0.01 0.01 0.03 0.0000
H 0.68438 4.93018 -1.22987 0.01 -0.01 0.00 0.0000
H 0.28023 1.96958 -1.82122 0.01 0.01 0.00 0.0006
H 1.69105 2.93430 -2.25590 0.00 0.00 0.01 0.0001
H 0.12716 3.27317 -3.00350 0.00 0.01 0.00 0.0003
H -1.74242 3.17419 -0.70971 -0.02 -0.04 0.02 -0.0001
H -1.62600 4.59397 -1.74765 0.00 -0.01 -0.01 0.0000
H -1.51064 4.76867 0.00924 0.00 0.02 0.00 0.0001
H -0.82953 4.02071 2.47864 0.00 0.01 0.00 0.0005
H -2.55752 5.18591 3.79515 0.00 0.00 0.00 -0.0004
H -4.78315 4.23205 4.15040 0.00 0.00 0.00 0.0015
H -6.43702 2.20081 3.66734 0.00 0.00 0.00 0.0015
H -6.73754 0.02697 2.58266 0.00 0.00 0.00 -0.0003
H -4.95332 -1.05473 1.29854 0.01 -0.03 -0.01 0.0004
C 3.74252 1.22784 -0.11974 0.02 0.00 -0.07 -0.0008
Ge 2.65468 -0.17976 -0.99181 -0.02 0.09 0.06 0.0017
C 2.62523 0.42471 -2.89211 0.03 -0.02 0.02 0.0009
C 3.75070 1.03547 -3.44549 0.01 0.00 0.02 0.0001
C 3.76014 1.48539 -4.75980 0.00 0.00 -0.01 0.0001
C 2.63473 1.32507 -5.55667 0.01 0.01 0.00 0.0000
C 1.50987 0.70572 -5.02967 -0.02 -0.01 -0.01 0.0000
C 1.51333 0.26314 -3.71344 0.05 0.01 -0.07 0.0003
C 3.93704 -1.70413 -1.13495 0.00 -0.02 0.03 0.0001
C 5.12291 -1.66409 -0.44679 -0.02 0.00 0.00 0.0000
C 6.07776 -2.70473 -0.52978 0.01 -0.02 -0.01 0.0000
C 5.84503 -3.79060 -1.31937 0.01 0.01 0.01 0.0000
C 4.63875 -3.88752 -2.05706 -0.02 0.02 -0.01 0.0000
C 4.37124 -5.00611 -2.88597 -0.01 0.00 0.00 0.0000
C 3.20097 -5.09913 -3.58205 0.03 -0.01 0.00 0.0000
C 2.23647 -4.07421 -3.47632 -0.02 0.03 0.02 0.0001
C 2.47126 -2.98456 -2.68735 0.00 -0.02 0.00 0.0009
C 3.68037 -2.84735 -1.95678 0.03 -0.01 -0.03 0.0001
H 4.75167 1.28002 -0.53444 -0.02 -0.01 -0.02 -0.0001
H 3.81875 1.06859 0.95367 0.04 0.00 0.03 0.0000
H 3.25858 2.19332 -0.26912 -0.02 0.02 0.00 0.0001
H 4.64166 1.16716 -2.83989 0.00 0.00 -0.01 0.0000
H 4.64698 1.96076 -5.16332 0.00 0.00 0.00 0.0000
H 2.63666 1.67661 -6.58167 0.00 0.00 0.00 0.0000
H 0.62623 0.56948 -5.64328 0.01 0.00 0.00 0.0000
H 0.63058 -0.21420 -3.31092 -0.15 -0.03 0.06 0.0004
H 5.34838 -0.81442 0.18782 0.00 0.00 0.00 0.0000
H 6.99825 -2.63092 0.03807 0.00 0.00 0.00 0.0000
H 6.57190 -4.59197 -1.39557 0.00 0.00 0.00 0.0000
H 5.11703 -5.79085 -2.95389 0.00 0.00 0.00 0.0000
H 3.00669 -5.95993 -4.21048 0.00 0.00 0.00 0.0000
H 1.30131 -4.15764 -4.01627 0.00 0.00 0.00 0.0000
H 1.71321 -2.21808 -2.58753 0.01 -0.01 -0.01 0.0013
C 1.35616 -2.36157 0.49668 -0.22 -0.04 -0.19 0.0001
H 1.45182 -3.15751 -0.24556 -0.03 -0.02 0.00 0.0016
H 0.72155 -2.72876 1.30738 0.24 0.11 -0.10 -0.0007
H 2.35046 -2.19292 0.91635 0.03 -0.01 -0.03 -0.0001
```
Forces are in eV/Å.

largest force on an atom: 0.6 eV/Å
net charge: -1
multiplicity: 2
orbital gap (alpha / beta): 5.60 / 7.05 eV
molar mass: 1002.8 g/mol
HOMO energy (alpha / beta): -3.398 / -4.667 eV
LUMO (alpha / beta): 2.2 / 2.4 eV

***

No. 4
An isolated molecule of C3H3NO2, computed with ωB97M-V/def2-TZVPD.

Structure (XYZ):
```
9
Properties=species:S:1:pos:R:3:forces:R:3:nbo_charge:R:1
C -0.38443 1.67928 -0.10002 -1.16 -0.24 -0.52 0.2188
C 1.91459 0.05727 0.02439 -0.11 2.84 -0.04 0.7587
C 0.58104 -0.52674 0.15552 0.49 -0.17 -1.44 -0.2546
N 0.51567 2.41204 0.18474 3.34 0.04 0.70 -0.5102
O 3.04919 0.10331 -0.13104 -0.45 -0.62 0.24 -0.3696
O -0.48934 0.30322 -0.19319 -0.22 -2.19 -1.44 -0.5248
H -1.35326 1.97454 -0.39631 -1.47 0.67 -0.26 0.1599
H 0.71628 -1.47380 -0.45727 -1.03 0.98 0.66 0.2586
H 0.36470 -0.63366 1.16902 0.62 -1.30 2.10 0.2631
```
Forces are in eV/Å.

largest force on an atom: 3.4 eV/Å
net charge: 0
orbital gap (alpha / beta): 8.56 / 7.19 eV
molar mass: 85.1 g/mol
HOMO energy (alpha / beta): -8.706 / -7.709 eV
LUMO (alpha / beta): -0.1 / -0.5 eV

***

No. 5
A cluster of 4 separate species, C20H46N2O4 in total, computed with ωB97M-V/def2-TZVPD.

Structure (XYZ):
```
72
Properties=species:S:1:pos:R:3:forces:R:3:mulliken_charge:R:1
C 5.71908 29.71278 -31.92826 0.48 0.39 0.21 -2.5207
C 4.77939 29.07063 -32.93344 -0.07 -0.29 -0.17 1.8437
C 3.94580 28.02132 -32.21196 -0.53 -0.49 0.14 -1.1178
C 2.77024 27.50999 -33.04923 0.19 0.78 0.05 -0.7505
C 1.87814 28.68032 -33.48268 -0.02 -0.54 0.37 -1.2695
C 2.64507 29.81435 -34.16037 -0.35 -0.01 -0.31 1.9032
N 3.83425 30.09457 -33.36886 0.22 0.70 0.46 0.2873
O 4.58023 31.15111 -33.98294 -0.16 -0.16 -0.29 -0.5123
C 2.89497 29.45937 -35.62654 0.70 -0.46 -0.18 -1.8360
C 1.77061 31.07895 -34.11662 -0.38 -0.21 0.03 -2.0657
C 5.60313 28.43077 -34.05962 0.03 -0.03 -0.11 -1.7908
H 6.30047 28.96022 -31.39160 -0.16 -0.13 -0.02 0.3666
H 5.16923 30.31400 -31.20221 -0.08 -0.12 0.02 0.5766
H 6.44257 30.38118 -32.40131 -0.12 -0.06 -0.13 0.4950
H 4.56555 27.17022 -31.91354 0.17 0.14 -0.06 0.4307
H 3.54236 28.44973 -31.28823 0.09 0.11 -0.04 0.3914
H 2.18693 26.81651 -32.44416 -0.01 -0.22 -0.22 0.3903
H 3.14971 27.01820 -33.94706 -0.10 -0.29 0.11 0.3143
H 1.33741 29.08043 -32.61915 0.13 -0.02 0.08 0.4355
H 1.12152 28.28408 -34.16629 -0.04 0.26 -0.07 0.3988
H 1.96623 29.50202 -36.19358 -0.01 0.04 -0.04 0.4696
H 3.64705 30.10211 -36.08784 -0.23 0.28 0.09 0.3556
H 3.31656 28.45489 -35.72272 -0.29 -0.05 0.00 0.3627
H 0.71499 30.79415 -34.14914 0.04 -0.02 -0.26 0.4520
H 1.88255 31.60205 -33.16484 0.22 0.08 -0.09 0.4529
H 1.97160 31.72395 -34.97114 0.05 0.21 0.17 0.4096
H 6.08711 29.19607 -34.66767 0.08 0.01 0.12 0.3802
H 5.00972 27.81788 -34.73555 -0.08 -0.02 0.07 0.3478
H 6.36026 27.77715 -33.62048 0.08 0.10 -0.04 0.4240
H 4.18167 31.94902 -33.62059 0.11 0.02 0.15 0.3474
C 6.31018 26.95038 -25.18804 -0.23 0.19 -0.08 -2.2505
C 6.94549 28.32502 -24.96078 0.05 0.27 0.04 2.0343
C 7.02442 28.56108 -23.44091 -0.52 0.19 0.35 -1.1608
C 8.10969 29.50884 -22.94899 0.29 -0.18 -0.08 -0.6796
C 9.47063 29.20288 -23.57101 -0.44 0.33 0.11 -1.1776
C 9.40159 29.14497 -25.09497 -0.05 0.52 -0.33 1.5479
N 8.31408 28.25121 -25.47969 0.41 -0.85 0.26 0.1755
O 8.33732 28.02971 -26.89695 -0.42 0.36 0.44 -0.4383
C 9.25399 30.56913 -25.66617 0.24 0.21 0.24 -1.1464
C 10.70965 28.55995 -25.61118 -0.03 -0.28 -0.31 -1.9995
C 6.05042 29.38183 -25.62299 -0.37 0.06 -0.48 -1.9299
H 6.02956 26.81203 -26.23348 0.12 -0.05 -0.02 0.4474
H 5.38839 26.87282 -24.60746 0.05 -0.08 0.05 0.4199
H 7.01297 26.17587 -24.88345 -0.09 -0.09 0.07 0.5103
H 6.06450 28.98323 -23.12209 -0.02 -0.09 -0.15 0.3730
H 7.05304 27.60259 -22.91400 0.48 -0.04 -0.14 0.4491
H 8.17690 29.41718 -21.86297 0.00 0.12 0.00 0.4032
H 7.85382 30.54928 -23.16192 -0.15 -0.03 -0.03 0.3186
H 9.87135 28.27423 -23.16069 0.03 -0.06 -0.12 0.3460
H 10.15156 30.02300 -23.33151 0.18 -0.19 0.15 0.4136
H 9.21690 30.56108 -26.75484 -0.14 -0.04 0.00 -0.1429
H 8.38990 31.09889 -25.26731 -0.08 -0.08 -0.11 0.3233
H 10.12245 31.17408 -25.38527 0.02 -0.12 -0.06 0.5210
H 10.74365 28.55956 -26.70056 -0.02 0.09 0.01 0.3734
H 11.55670 29.14410 -25.25330 0.01 -0.05 0.13 0.4099
H 10.79626 27.51901 -25.29068 0.13 0.08 0.12 0.4582
H 6.50113 30.36753 -25.73138 0.08 -0.02 0.19 0.3252
H 5.11468 29.50424 -25.07343 0.11 -0.03 0.16 0.4650
H 5.73005 29.06235 -26.62004 0.20 -0.01 0.02 0.3555
H 8.35921 27.06900 -26.93546 0.08 -0.03 -0.29 0.3414
C 5.27598 33.19639 -28.02936 0.32 -0.21 0.06 -0.6160
O 5.48357 32.46733 -29.22515 -0.09 0.12 0.15 -0.4376
H 4.95286 32.54282 -27.21079 -0.14 0.05 -0.04 0.2121
H 6.19712 33.69258 -27.69607 -0.08 0.09 -0.06 0.2450
H 4.51282 33.94845 -28.20765 -0.05 0.04 -0.02 0.2612
H 5.98702 31.67792 -28.97750 0.01 -0.13 -0.08 0.3743
C 8.15749 30.23192 -29.43883 0.55 -1.06 -0.35 -0.6891
O 7.02098 30.16490 -28.59906 -0.04 0.57 0.01 -0.4574
H 8.12334 31.07492 -30.12458 -0.28 0.20 0.22 0.3792
H 9.09931 30.24609 -28.88397 -0.11 0.28 0.12 0.2867
H 8.20827 29.31980 -30.04808 -0.03 0.13 -0.06 0.2289
H 7.27242 29.75452 -27.76408 0.06 -0.20 -0.14 0.1549
```
Forces are in eV/Å.

largest force on an atom: 1.2 eV/Å
net charge: 0
orbital gap: 8.70 eV
molar mass: 378.6 g/mol
HOMO energy: -8.119 eV
LUMO: 0.6 eV
structure (SMILES): CC1(C)CCCC(C)(C)N1O.CC1(C)CCCC(C)(C)N1O.CO.CO

***

Energy above the lowest of the compared OMol25 structures with the same formula, charge and spin (computed, kJ/mol): 271.6; 117.9; 0.0; 499.1; 88.2